Density functional theory data (ωB97M-V with the def2-TZVPD basis set) for a 2-piece molecular cluster, C33H33O2Si overall in a non-equilibrium geometry.

Geometry (Å):
1 Si -1.70 1.40 2.47
2 O -1.09 0.27 1.37
3 O -3.12 10.11 -0.01
4 C -1.26 6.00 -3.40
5 C -1.95 5.61 -4.62
6 C -2.69 5.03 -7.23
7 C 2.95 1.11 0.48
8 C 0.95 1.85 -1.31
9 C 3.26 1.84 -0.65
10 C -0.75 0.71 0.10
11 C -2.11 0.54 4.07
12 C -1.26 8.98 -1.16
13 C -3.66 5.30 -6.27
14 C -2.61 9.09 -0.77
15 C -0.13 2.26 -2.26
16 C 0.64 1.11 -0.17
17 C -1.73 6.95 -2.41
18 C -1.67 0.78 -0.89
19 C 2.49 5.56 -3.30
20 C 2.67 5.29 -4.66
21 C -3.31 5.60 -4.97
22 C -0.99 5.30 -5.60
23 C 0.13 5.72 -3.64
24 C -3.25 2.21 1.81
25 C 1.24 5.78 -2.78
26 C 1.59 5.18 -5.51
27 C -0.42 2.71 2.80
28 C -0.84 7.94 -1.93
29 C -2.18 11.08 0.40
30 C -1.33 1.29 -2.25
31 C -1.35 5.02 -6.91
32 C 0.32 5.36 -4.99
33 C -3.49 8.08 -1.20
34 C 1.65 0.74 0.72
35 C 2.27 2.21 -1.54
36 C -3.07 7.05 -2.00
37 H -0.59 4.84 -7.65
38 H -2.67 0.47 -0.66
39 H 3.73 0.84 1.18
40 H -4.00 1.46 1.61
41 H -1.73 11.56 -0.47
42 H -3.64 2.92 2.53
43 H -4.06 5.80 -4.23
44 H 1.08 5.94 -1.73
45 H -4.70 5.28 -6.54
46 H -3.02 2.75 0.89
47 H -2.71 11.84 0.99
48 H -0.17 3.23 1.88
49 H 4.29 2.14 -0.84
50 H -2.99 4.84 -8.25
51 H -1.11 0.44 -2.90
52 H 2.51 2.78 -2.42
53 H -4.52 8.15 -0.90
54 H -2.87 -0.22 3.89
55 H 0.19 7.92 -2.26
56 H -2.50 1.25 4.80
57 H 1.39 0.17 1.59
58 H 0.48 2.25 3.21
59 H -1.42 10.62 1.04
60 H 0.28 2.35 -3.27
61 H -0.55 9.73 -0.87
62 H -0.47 3.26 -2.00
63 H -1.22 0.07 4.47
64 H -3.77 6.29 -2.30
65 H 3.34 5.59 -2.64
66 H -0.80 3.43 3.52
67 H -2.22 1.77 -2.69
68 H 1.71 4.98 -6.56
69 H 3.66 5.18 -5.05

Values from the calculation:
- LUMO (eV) = -5.82
- E (eV) = -46724.282
- M (g/mol) = 489.711
- net charge = +1
- frontier orbital gap (eV) = 4.1

Results of the Mulliken charge analysis, in e, for atoms 1 through 5: 0.402 -0.686 -0.413 -0.641 1.009

Density functional theory data (ωB97M-V with the def2-TZVPD basis set) for C5H4MnO2 as an isolated structure in a non-equilibrium geometry.

Geometry (Å):
1 Mn -1.37 0.06 3.71
2 O -1.41 -0.20 1.74
3 O -0.40 3.07 -1.45
4 C 1.59 -0.79 -0.90
5 C 0.49 -0.13 -0.76
6 C -0.58 0.58 -1.22
7 C -0.27 -0.63 2.04
8 C -0.48 1.95 -1.31
9 H 1.98 -1.03 -1.90
10 H 0.06 -1.58 1.57
11 H 1.95 -1.44 -0.10
12 H -1.56 0.15 -1.44

Values from the calculation:
- LUMO (alpha / beta) (eV) = -9.61 / -9.67
- E (eV) = -40640.811
- M (g/mol) = 151.023
- net charge = +2
- <S²> = 8.814
- frontier orbital gap (alpha / beta) (eV) = 7.4 / 8.0
- relative energy (zero: lowest compared OMol25 entry of this formula, charge and spin) (kJ/mol) = 53.2
- 2S+1 = 6

Results of the Mulliken charge analysis, in e, for atoms 1 through 5: 0.934 -0.418 -0.023 -0.373 0.100

Density functional theory data (ωB97M-V with the def2-TZVPD basis set) for a 6-piece molecular cluster, C3H18O6 overall in a non-equilibrium geometry.

Geometry (Å):
1 O 0.70 3.14 -1.52
2 O 2.83 2.89 2.87
3 O 0.78 1.84 0.96
4 O 2.30 -0.12 0.18
5 O -1.84 -0.88 -1.55
6 O -1.89 1.72 0.71
7 C -1.10 -2.06 -1.32
8 C -0.77 -2.02 0.20
9 C -2.15 -3.19 -1.68
10 H -0.57 -3.01 0.62
11 H -2.03 2.66 0.82
12 H -0.99 1.58 1.01
13 H 1.37 1.18 0.60
14 H -0.04 -1.28 0.52
15 H -1.71 -1.80 0.72
16 H 3.32 3.68 2.65
17 H -1.65 -4.14 -1.88
18 H 0.97 2.29 -1.84
19 H 2.12 -0.73 -0.54
20 H 3.39 2.41 3.47
21 H -2.50 -2.82 -2.64
22 H -2.37 -0.90 -0.76
23 H 0.59 3.02 -0.57
24 H 3.16 -0.39 0.51
25 H 1.34 2.39 1.51
26 H -3.03 -3.49 -1.10
27 H -0.21 -1.98 -1.94

Values from the calculation:
- LUMO (eV) = -0.01
- E (eV) = -15687.338
- M (g/mol) = 150.171
- frontier orbital gap (eV) = 9.6
- relative energy (zero: lowest compared OMol25 entry of this formula, charge and spin) (kJ/mol) = 119.8
- structure (SMILES) = CC(C)O.O.O.O.O.O

Results of the Mulliken charge analysis, in e, for atoms 1 through 5: -0.640 -0.605 -0.751 -0.607 -0.519

Density functional theory data (ωB97M-V with the def2-TZVPD basis set) for a 3-piece molecular cluster, C7H18O2 overall in a non-equilibrium geometry.

Geometry (Å):
1 O -0.19 -2.98 1.46
2 O -3.36 -0.43 0.95
3 C 0.85 -0.56 0.33
4 C 0.82 0.93 0.23
5 C -0.75 2.98 0.16
6 C -0.50 1.51 0.46
7 C 1.25 -1.46 -1.98
8 C 0.20 -1.29 -0.89
9 C 1.95 1.55 -0.30
10 H 0.53 -0.93 1.31
11 H 1.75 -0.53 -2.26
12 H 0.91 -2.06 -2.81
13 H -0.70 -0.75 -1.23
14 H -1.78 3.18 0.46
15 H -1.14 -3.13 1.34
16 H -0.70 1.36 1.54
17 H -1.23 0.76 0.15
18 H 1.89 -0.90 0.40
19 H -0.33 -2.12 -0.46
20 H -0.47 3.39 -0.80
21 H 2.91 1.06 -0.25
22 H -0.05 3.60 0.74
23 H 2.05 -2.01 -1.48
24 H 1.95 2.52 -0.77
25 H -2.57 0.11 0.79
26 H 0.31 -3.71 1.08
27 H -3.60 -0.09 1.83

Values from the calculation:
- LUMO (alpha / beta) (eV) = -4.44 / -8.12
- E (eV) = -11635.737
- M (g/mol) = 134.219
- net charge = +1
- <S²> = 0.753
- frontier orbital gap (alpha / beta) (eV) = 10.2 / 6.5
- 2S+1 = 2

Results of the Mulliken charge analysis, in e, for atoms 1 through 5: -0.652 -0.662 -1.078 0.938 -1.580